Entry 1:
{
  "formula": "C6H30O9",
  "method": "ωB97M-V/def2-TZVPD",
  "lumo_energy_ev": 0.22,
  "smiles": "CO.CO.CO.CO.CO.CO.O.O.O",
  "homo_ev": -9.43,
  "total_energy_ha": -923.601641,
  "species": ["C", "O", "H", "H", "H", "H", "C", "O", "H", "H", "H", "H", "C", "O", "H", "H", "H", "H", "C", "O", "H", "H", "H", "H", "C", "O", "H", "H", "H", "H", "C", "O", "H", "H", "H", "H", "O", "H", "H", "O", "H", "H", "O", "H", "H"],
  "coordinates": [[-0.76975, 0.32527, -3.81168], [-1.81615, 1.33162, -3.81613], [-1.17545, -0.58745, -4.24824], [0.13225, 0.61197, -4.35225], [-0.47278, -0.00631, -2.81666], [-2.42608, 1.21030, -3.08472], [2.22727, -2.16512, -2.50144], [2.69384, -0.84291, -2.55695], [3.00183, -2.93106, -2.46213], [1.34762, -2.17496, -1.85793], [1.80854, -2.37461, -3.48589], [3.21537, -0.65469, -3.34062], [-0.86988, -4.15322, -0.69015], [-0.44387, -5.30187, -0.00330], [-0.10422, -3.92642, -1.43218], [-1.80081, -4.32219, -1.23142], [-0.86883, -3.21250, -0.13957], [-0.12058, -5.86046, -0.71398], [-3.61915, 2.13568, 2.65190], [-3.60732, 1.70667, 1.25858], [-3.27220, 3.16904, 2.64660], [-4.67686, 2.14813, 2.91489], [-3.03134, 1.65697, 3.43511], [-2.70033, 1.40649, 1.16371], [3.53166, 1.32775, 2.18283], [2.24058, 1.45035, 2.70590], [4.16365, 0.70573, 2.81673], [3.48411, 0.98529, 1.14909], [4.03359, 2.29534, 2.18262], [2.24530, 0.57064, 3.09046], [0.30312, 0.15992, 0.01309], [-0.71715, 0.90491, 0.61658], [0.83063, -0.24981, 0.87456], [0.03156, -0.75868, -0.50712], [0.91476, 0.70335, -0.70710], [-0.34594, 1.75922, 0.84947], [-3.12645, 2.51835, -1.64601], [-2.94988, 2.11349, -0.79671], [-3.36728, 3.42074, -1.43627], [1.77176, -1.35904, 3.68036], [1.14160, -1.40712, 4.39934], [1.42933, -1.96191, 3.02032], [0.33376, 3.18085, 1.69208], [1.13949, 2.68755, 1.84717], [0.26067, 3.76472, 2.44710]]
}

=====

Entry 2:
{
  "formula": "C6H30O9",
  "method": "ωB97M-V/def2-TZVPD",
  "lumo_energy_ev": 0.16,
  "smiles": "C/C=C(\\C)CC.O.O.O.O.O.O.O.O.O",
  "homo_ev": -8.26,
  "total_energy_ha": -923.640781,
  "species": ["C", "C", "C", "C", "C", "C", "H", "H", "H", "H", "H", "H", "H", "H", "H", "H", "H", "H", "O", "H", "H", "O", "H", "H", "O", "H", "H", "O", "H", "H", "O", "H", "H", "O", "H", "H", "O", "H", "H", "O", "H", "H", "O", "H", "H"],
  "coordinates": [[-0.50026, 1.20195, -0.44222], [-0.12921, -0.10883, 0.02443], [-0.84787, -1.20253, -0.14846], [-2.04245, -1.45367, -0.94244], [-0.29071, -2.47973, 0.49062], [-1.02965, -2.44813, 1.84072], [0.36977, 1.81733, -0.94651], [-0.59552, 1.74123, 0.49897], [-1.38563, 1.37293, -1.18986], [0.62232, -0.16515, 0.85831], [-2.94262, -0.54796, -0.93479], [-1.72072, -1.38747, -2.03429], [-2.48697, -2.44259, -0.75838], [-0.50646, -3.42404, -0.13493], [0.86800, -2.55599, 0.71867], [-2.10682, -2.00945, 1.77638], [-1.01474, -3.52577, 2.17111], [-0.44860, -1.67557, 2.53797], [2.47678, 0.08345, -1.96272], [2.62090, 0.63888, -1.16786], [2.42686, -0.89442, -1.73347], [-2.57321, 2.19221, -2.93776], [-2.56994, 1.93198, -2.01674], [-1.60367, 2.00108, -3.15380], [-2.64863, 3.25041, -0.30926], [-2.64799, 4.05526, 0.08096], [-3.35287, 3.24712, -0.89427], [-1.99863, 1.48094, 3.23307], [-2.76732, 1.98916, 3.44926], [-2.21366, 1.32016, 2.27464], [3.07148, -1.24227, 1.11981], [3.07552, -0.29560, 0.89990], [2.61357, -1.37629, 1.92374], [1.22438, 0.04750, 3.15439], [1.07053, 0.39845, 4.02078], [0.54466, -0.67253, 2.97956], [2.75650, -2.49559, -1.20081], [2.84477, -2.16330, -0.29983], [2.23526, -3.24882, -1.05869], [3.32984, 2.01932, -0.03545], [4.00001, 2.36011, 0.59715], [2.88532, 2.81978, -0.48415], [0.05682, 0.51568, -3.22616], [0.42507, 1.01904, -3.93108], [0.90578, 0.31174, -2.70655]]
}

=====

Entry 3:
{
  "formula": "C6H32AgB2N12O6",
  "method": "ωB97M-V/def2-TZVPD",
  "lumo_energy_ev": [-2.57, -8.69],
  "spin_multiplicity": 3,
  "s_squared": 2.012,
  "homo_ev": [-11.98, -11.97],
  "total_charge": 1,
  "total_energy_ha": -1552.534469,
  "species": ["Ag", "B", "H", "H", "H", "H", "B", "H", "H", "H", "H", "C", "O", "N", "N", "H", "H", "H", "H", "C", "O", "N", "N", "H", "H", "H", "H", "C", "O", "N", "N", "H", "H", "H", "H", "C", "O", "N", "N", "H", "H", "H", "H", "C", "O", "N", "N", "H", "H", "H", "H", "C", "O", "N", "N", "H", "H", "H", "H"],
  "coordinates": [[-1.18083, -1.73914, -0.07235], [-2.51382, -1.40178, 1.81421], [-2.66376, -0.50039, 1.24041], [-1.51147, -1.43790, 2.21199], [-3.13774, -1.27603, 2.68550], [-2.83279, -2.30218, 1.31242], [0.22400, 0.25682, -0.25426], [0.82055, 0.15390, 0.63893], [0.40441, -0.59358, -0.89341], [-0.82794, 0.30202, -0.01845], [0.55779, 1.13846, -0.77918], [-1.95857, 3.05667, 2.74083], [-2.30528, 3.70032, 1.72998], [-1.59916, 3.47883, 3.92899], [-2.03835, 1.78331, 2.71536], [-1.35225, 4.45807, 3.91409], [-1.01381, 2.86909, 4.48187], [-1.73515, 1.20552, 3.48629], [-2.49895, 1.32826, 1.94020], [0.01260, -2.06425, -3.34737], [-0.43723, -2.42030, -2.29833], [0.97510, -2.62221, -4.01085], [-0.33499, -0.96978, -3.95483], [0.98695, -2.31474, -4.97284], [1.68123, -3.18650, -3.56023], [-1.02165, -0.36499, -3.52724], [-0.21008, -0.87850, -4.95291], [-3.27594, 0.36451, -1.69522], [-2.64793, -0.67982, -1.57239], [-3.02048, 1.52302, -1.00939], [-4.42235, 0.38125, -2.37471], [-2.15209, 1.53781, -0.49384], [-3.58516, 2.36019, -0.98989], [-4.72328, -0.54001, -2.65900], [-4.99236, 1.21500, -2.38199], [3.53786, -0.48896, -2.06340], [4.62727, -0.52079, -2.53699], [2.53839, 0.23205, -2.45766], [3.07858, -1.26161, -1.14141], [1.62366, 0.19186, -2.03134], [2.71091, 0.80748, -3.26958], [3.66029, -1.90160, -0.61976], [2.07621, -1.28929, -1.02062], [1.41187, -3.10199, 1.41580], [0.55744, -3.13235, 0.49173], [1.54482, -4.02486, 2.27842], [2.30222, -2.13643, 1.72212], [1.01994, -4.85859, 2.05591], [2.29433, -3.88970, 2.94179], [2.82193, -2.11319, 2.58784], [2.51210, -1.46087, 1.00124], [2.25091, 3.26281, 1.73435], [2.82223, 4.14092, 2.21487], [1.60273, 3.41841, 0.57460], [2.25516, 2.00959, 2.13261], [1.48892, 4.37117, 0.25933], [1.15113, 2.74433, -0.02688], [1.67051, 1.28499, 1.74116], [2.77122, 1.89545, 2.99328]]
}

=====

Entry 4:
{
  "formula": "C6H32N2O11",
  "method": "ωB97M-V/def2-TZVPD",
  "lumo_energy_ev": 0.06,
  "smiles": "NCCc1cc[nH]c1.O.O.O.O.O.O.O.O.O.O.O",
  "homo_ev": -9.32,
  "total_energy_ha": -1184.948560,
  "species": ["N", "C", "C", "C", "C", "C", "N", "C", "H", "H", "H", "H", "H", "H", "H", "H", "H", "H", "O", "H", "H", "O", "H", "H", "O", "H", "H", "O", "H", "H", "O", "H", "H", "O", "H", "H", "O", "H", "H", "O", "H", "H", "O", "H", "H", "O", "H", "H", "O", "H", "H"],
  "coordinates": [[2.75206, 0.76297, 1.27319], [2.57393, 2.21557, 1.02364], [1.52314, 2.45739, -0.11366], [0.17008, 1.91188, 0.17765], [-0.36330, 0.58719, 0.15579], [-1.70011, 0.64979, 0.46300], [-2.01399, 1.94548, 0.74968], [-0.91043, 2.72422, 0.51121], [3.74894, 0.61980, 1.37904], [2.40418, 0.23557, 0.48880], [3.46308, 2.67399, 0.58683], [2.21873, 2.73035, 1.91156], [1.96861, 1.96194, -0.97925], [1.52465, 3.54950, -0.12978], [0.20279, -0.23810, -0.25470], [-2.37582, -0.18419, 0.37286], [-2.98582, 2.13856, 0.87158], [-0.92187, 3.74974, 0.84831], [-0.54272, 1.59307, -2.66271], [-0.19084, 0.88637, -2.10595], [-0.58623, 2.26262, -1.96172], [-1.02142, -3.37301, 0.78788], [-0.13587, -2.98975, 0.61865], [-1.32029, -3.02679, 1.64003], [0.33078, -3.33756, -2.10670], [0.88977, -2.59962, -2.40668], [-0.56685, -3.03261, -2.24445], [-0.10594, -2.75935, 3.98000], [0.13845, -1.89681, 4.35402], [0.33809, -2.75286, 3.12551], [-3.50324, 1.51336, -2.74940], [-3.17924, 1.65668, -1.85660], [-2.90802, 1.90272, -3.39942], [-1.82264, -1.10592, -3.74939], [-1.55782, -1.58855, -2.94564], [-1.89869, -0.23617, -3.33948], [0.83810, -0.17275, 3.84987], [0.82794, 0.71049, 4.26639], [1.55032, -0.01056, 3.20545], [1.14615, -1.02276, -3.35495], [1.60013, -1.46885, -4.08183], [0.29426, -0.78382, -3.75686], [0.74953, 2.58103, 3.48270], [0.92202, 1.98374, 2.74805], [-0.08585, 2.98654, 3.22918], [1.66647, -2.97147, 0.84426], [2.03368, -3.73220, 0.38095], [1.95042, -2.20712, 0.32913], [-2.24404, -2.25797, -1.34286], [-3.19125, -2.41327, -1.34518], [-1.69402, -2.82849, -0.76800]]
}

=====

Entry 5:
{
  "formula": "C6H32N2O8",
  "method": "ωB97M-V/def2-TZVPD",
  "lumo_energy_ev": 0.22,
  "smiles": "CCNCCN(C)C.O.O.O.O.O.O.O.O",
  "homo_ev": -9.17,
  "total_energy_ha": -959.155601,
  "species": ["C", "C", "N", "C", "C", "N", "C", "C", "H", "H", "H", "H", "H", "H", "H", "H", "H", "H", "H", "H", "H", "H", "H", "H", "O", "H", "H", "O", "H", "H", "O", "H", "H", "O", "H", "H", "O", "H", "H", "O", "H", "H", "O", "H", "H", "O", "H", "H"],
  "coordinates": [[-0.08438, -2.87972, 0.71787], [1.38550, -2.80574, 0.30631], [1.75698, -1.39879, -0.13417], [1.56664, -0.39543, 0.95814], [2.38157, 0.85252, 0.47032], [1.57753, 1.92880, -0.13595], [1.40472, 3.01260, 0.81583], [2.00657, 2.22411, -1.49303], [-0.55497, -3.76449, 0.24947], [-0.29100, -2.85895, 1.79479], [-0.55291, -1.87906, 0.61678], [2.10437, -3.12932, 1.04647], [1.59174, -3.44131, -0.54264], [1.14570, -1.09596, -0.88484], [2.02954, -0.88855, 1.80023], [0.52192, -0.02216, 1.04850], [3.13743, 0.50813, -0.21725], [2.85502, 1.24704, 1.38511], [0.75633, 2.65342, 1.63484], [1.03481, 3.93021, 0.36084], [2.42934, 3.28879, 1.17387], [1.12908, 2.06799, -2.13384], [2.26420, 3.25442, -1.73239], [2.73553, 1.52274, -1.94379], [-0.95001, -2.40143, -2.88962], [-0.04562, -2.16505, -2.71430], [-1.44608, -1.63140, -3.20430], [-2.35366, -0.77862, -1.12687], [-2.34921, -1.67629, -1.48627], [-1.97170, -0.15816, -1.80015], [-2.20014, -1.15436, 3.85647], [-2.11864, -0.86715, 2.92263], [-1.61811, -0.74654, 4.51279], [1.48117, -0.60376, -3.21370], [2.07142, -1.36934, -3.22822], [2.07293, -0.02850, -2.71413], [-1.00907, 0.96022, 4.41218], [-0.11440, 1.08703, 4.76340], [-0.77942, 0.76129, 3.50316], [-1.31717, 0.88359, -2.99034], [-1.54883, 1.61876, -2.39128], [-0.36669, 0.73379, -2.95515], [-2.86064, 0.00888, 1.52338], [-2.59848, -0.22136, 0.59143], [-3.77169, 0.29800, 1.43986], [-1.40229, 2.31575, -0.58496], [-0.45017, 2.12722, -0.43204], [-1.77665, 1.88956, 0.21499]]
}

=====

Entry 6:
{
  "formula": "C6H32O9",
  "method": "ωB97M-V/def2-TZVPD",
  "lumo_energy_ev": -0.38,
  "smiles": "CCC(C)CC.O.O.O.O.O.O.O.O.O",
  "homo_ev": -10.47,
  "total_energy_ha": -924.915076,
  "species": ["C", "C", "C", "C", "C", "C", "H", "H", "H", "H", "H", "H", "H", "H", "H", "H", "H", "H", "H", "H", "O", "H", "H", "O", "H", "H", "O", "H", "H", "O", "H", "H", "O", "H", "H", "O", "H", "H", "O", "H", "H", "O", "H", "H", "O", "H", "H"],
  "coordinates": [[2.59868, 0.40787, 3.75462], [2.19902, 1.53587, 2.80149], [1.08313, 1.18959, 1.85220], [-0.25172, 0.81562, 2.56690], [0.77358, 2.38206, 0.89651], [1.84041, 2.58846, -0.18060], [3.68666, 0.31611, 3.75557], [2.31481, 0.44399, 4.79659], [2.26678, -0.57033, 3.39643], [3.04923, 1.72317, 2.14789], [2.09852, 2.46581, 3.35348], [1.27098, 0.40786, 1.11054], [-0.17322, -0.23613, 2.84157], [-1.10803, 0.92465, 1.90957], [-0.28695, 1.41874, 3.47317], [-0.22555, 2.42879, 0.44687], [0.68472, 3.31883, 1.46856], [1.87876, 1.81816, -0.95871], [1.46400, 3.45778, -0.73491], [2.86090, 2.71178, 0.16483], [-1.08537, -2.54224, 0.68841], [-0.14755, -2.63046, 0.46657], [-1.44632, -2.16974, -0.13396], [1.83982, -3.08887, -0.22466], [1.43562, -3.87034, -0.60283], [1.50283, -2.23839, -0.50166], [-2.56290, 0.57667, -1.34789], [-3.30848, 0.01465, -1.57673], [-2.44295, 0.63076, -0.39719], [-0.63592, -0.93546, -4.63630], [-0.03915, -0.25590, -4.98892], [-1.42671, -0.47137, -4.35835], [-3.87704, 3.18964, 1.18736], [-3.84607, 3.15857, 0.22644], [-3.08601, 2.75145, 1.51182], [-0.15161, 1.71437, -5.09449], [-1.10173, 1.61348, -4.92962], [-0.15402, 2.68307, -5.06785], [-1.16930, -3.90558, 3.11475], [-2.12100, -3.89233, 2.98830], [-0.84621, -3.21519, 2.51627], [-1.07245, -1.85952, -2.00987], [-0.25430, -1.98398, -2.50335], [-1.32162, -0.93454, -2.13037], [0.12915, -4.04125, -3.58805], [-0.66368, -4.46235, -3.24214], [-0.17168, -3.38386, -4.22822]]
}